ORCA calculation (ωB97M-V with the def2-TZVPD basis set) on C24H20F3N9O4SV as an isolated structure in a non-equilibrium geometry.

Positions of all 62 atoms, in Å:
V1 0.438 0.389 0.479
O1 -2.446 -1.826 3.059
C1 -1.694 -1.019 2.350
O2 -0.998 -1.355 1.409
C2 -1.715 0.406 2.756
C3 -2.501 0.992 3.727
C4 -2.392 2.368 3.914
C5 -1.502 3.099 3.140
C6 -0.729 2.409 2.222
N1 -0.843 1.103 2.029
C7 0.315 2.955 1.291
O3 0.315 4.044 0.809
O4 1.195 1.978 0.997
H1 -2.381 -2.735 2.718
H2 -3.179 0.390 4.315
H3 -2.999 2.862 4.659
H4 -1.391 4.169 3.243
F1 1.157 -5.240 -2.261
C8 1.120 -4.048 -2.876
F2 2.218 -3.377 -2.511
F3 1.226 -4.277 -4.191
C9 -0.193 -3.344 -2.578
C10 -1.293 -3.876 -3.237
C11 -2.545 -3.315 -3.068
C12 -2.637 -2.215 -2.237
N2 -1.605 -1.713 -1.563
C13 -0.399 -2.264 -1.704
S1 0.940 -1.661 -0.724
H5 -1.156 -4.723 -3.896
H6 -3.414 -3.706 -3.573
H7 -3.587 -1.712 -2.099
N3 -2.778 0.552 -0.233
C14 -2.039 1.398 -0.969
N4 -2.623 2.376 -1.625
C15 -1.831 3.134 -2.390
N5 -2.365 4.141 -3.054
N6 -0.493 2.931 -2.551
C16 0.025 2.008 -1.810
N7 -0.678 1.193 -0.950
C17 1.483 1.782 -1.851
C18 2.318 2.498 -2.685
C19 3.678 2.223 -2.638
C20 4.136 1.243 -1.774
C21 3.229 0.576 -0.966
N8 1.931 0.848 -1.005
H8 -3.774 0.686 -0.338
H9 -2.427 -0.417 -0.256
H10 -3.351 4.330 -2.972
H11 -1.786 4.716 -3.642
H12 1.900 3.246 -3.341
H13 4.369 2.765 -3.268
H14 5.185 0.990 -1.719
H15 3.545 -0.205 -0.287
C22 2.653 -2.275 4.721
C23 3.222 -2.073 3.313
C24 2.365 -1.230 2.493
N9 1.678 -0.569 1.856
H16 3.315 -2.939 5.272
H17 1.665 -2.732 4.684
H18 2.589 -1.331 5.257
H19 3.328 -3.023 2.782
H20 4.207 -1.602 3.345

The highest occupied orbital energy (spin up / spin down) comes out at -13.46 / -13.57 eV. As for the net charge: +2. Its multiplicity is 2. The calculation puts the energy above the lowest of the compared OMol25 structures with the same formula, charge and spin at 2.9 kcal/mol. The expectation value of S² is 0.867. The gap between HOMO and LUMO (spin up / spin down) comes out at 5.905 / 6.549 eV. Its LUMO energy (spin up / spin down) is -7.55 / -7.02 eV.